--- 1 ---
# C5H7N3O2

One molecule with the formula C5H7N3O2 (the ωB97M-V functional and the def2-TZVPD basis, the OMol25 dataset).

**Total charge**: 0
**HOMO-LUMO gap**: 8.250 eV
**LUMO level**: -0.440 eV
**M**: 141.1 g/mol

Cartesian coordinates (Å):
C 0.360 0.698 -2.542
C 0.453 1.271 -1.360
C 0.369 -1.279 0.707
C 0.654 1.380 0.989
C -0.182 0.100 1.338
N 0.766 1.904 -0.352
N -0.480 -2.247 0.705
N -1.601 0.367 0.952
O -2.409 -0.516 1.349
O -1.983 1.278 0.171
H 1.127 0.014 -2.857
H -0.592 0.756 -3.200
H 0.169 2.275 1.605
H 1.723 1.335 1.327
H -0.146 -0.170 2.491
H -0.337 -3.172 0.219
H -1.329 -2.254 1.133

***

--- 2 ---
# C5H7N3O2

One molecule with the formula C5H7N3O2 (the ωB97M-V functional and the def2-TZVPD basis, the OMol25 dataset).

**Total charge**: 0
**HOMO-LUMO gap**: 7.806 eV
**LUMO level**: -0.815 eV
**M**: 141.1 g/mol

Cartesian coordinates (Å):
N 0.527 -2.348 0.093
N 0.390 -1.062 0.122
C 1.287 -0.181 -0.109
C 0.893 1.248 -0.059
C -0.414 1.637 -0.080
C -1.476 0.727 -0.319
C -2.733 0.867 0.078
N -3.613 -0.233 -0.017
O -4.786 -0.097 0.377
O -3.147 -1.231 -0.514
H 1.282 -2.734 -0.354
H -0.438 -2.800 -0.247
H 2.363 -0.448 -0.195
H 1.652 1.908 0.148
H -0.700 2.682 0.058
H -1.130 -0.245 -0.539
H -3.187 1.722 0.782

***

--- 3 ---
# C5H7N3O2

A 2-piece molecular cluster, C5H7N3O2 overall (the ωB97M-V functional and the def2-TZVPD basis, the OMol25 dataset).

**Total charge**: 0
**HOMO-LUMO gap**: 11.199 eV
**LUMO level**: 0.217 eV
**M**: 141.1 g/mol

Cartesian coordinates (Å):
C 1.763 0.398 -2.202
C 0.336 0.155 -1.868
N -0.638 0.323 -2.715
O -1.776 -0.067 -2.103
N -1.531 -0.467 -0.843
C -0.261 -0.293 -0.638
C 0.411 -0.556 0.673
C -0.515 -0.970 1.736
N -1.158 -1.555 2.512
H 2.185 1.162 -1.535
H 2.346 -0.524 -2.072
H 1.854 0.736 -3.240
H 1.173 -1.340 0.547
H 0.941 0.349 1.006
O -2.027 1.103 3.580
H -1.132 1.444 3.419
H -1.971 0.104 3.742

***

In kcal/mol, relative to the most stable structure: 1 102.4; 2 79.2; 3 0.0.

***

--- 1 ---
# C4H6N4O

One molecule with the formula C4H6N4O (the ωB97M-V functional and the def2-TZVPD basis, the OMol25 dataset).

**Total charge**: 0
**HOMO-LUMO gap**: 8.762 eV
**LUMO level**: 0.456 eV
**M**: 126.1 g/mol

Cartesian coordinates (Å):
C 0.828 1.322 0.056
C -0.300 -1.349 -0.072
C 1.521 0.189 0.028
C -1.278 0.852 0.195
N 0.914 -1.053 -0.078
N -2.052 1.806 0.438
N -1.400 -0.473 0.048
N 2.927 0.081 0.073
O -2.670 -1.036 -0.125
H 0.990 2.342 0.195
H -0.583 -2.351 -0.292
H -2.966 1.861 0.157
H 3.405 0.843 -0.476
H 3.048 -1.011 -0.002
H -2.384 -2.024 -0.146

***

--- 2 ---
# C4H6N4O

A 2-piece molecular cluster, C4H6N4O overall (the ωB97M-V functional and the def2-TZVPD basis, the OMol25 dataset).

**Total charge**: 0
**HOMO-LUMO gap**: 7.603 eV
**LUMO level**: -0.923 eV
**M**: 126.1 g/mol

Cartesian coordinates (Å):
C -2.545 -0.692 -0.047
C -0.183 0.057 0.079
C 0.765 1.089 -0.475
C 2.594 -0.322 0.110
H -3.557 -0.055 -0.073
H -2.204 -1.050 -1.025
H -2.654 -1.654 0.614
H -1.631 0.738 1.710
H 0.746 2.201 -0.897
H 2.732 1.628 0.042
N -1.606 0.471 0.300
N 2.134 0.874 -0.080
N 1.414 -1.373 -0.388
N 0.234 -1.179 -0.203
O 3.761 -0.733 0.333

***

In kcal/mol, relative to the most stable structure: 1 0.0; 2 17.7.

***

--- 1 ---
# C2H6NO3

A 2-piece molecular cluster, C2H6NO3 overall (the ωB97M-V functional and the def2-TZVPD basis, the OMol25 dataset).

**Total charge**: -1
**HOMO-LUMO gap**: 8.371 eV
**LUMO level**: 4.355 eV
**M**: 92.1 g/mol

Cartesian coordinates (Å):
O 0.277 1.830 -0.355
C 0.413 0.599 -0.532
O 0.435 0.099 -1.693
C 0.685 -0.275 0.686
N 1.160 0.439 1.881
H 1.527 -0.886 0.345
H -0.124 -0.951 0.906
H 2.148 0.630 1.839
H 0.710 1.353 1.843
H -1.851 -1.476 -1.628
H -2.637 -0.218 -1.574
O -2.743 -1.146 -1.718

***

--- 2 ---
# C2H6NO3

A 2-piece molecular cluster, C2H6NO3 overall (the ωB97M-V functional and the def2-TZVPD basis, the OMol25 dataset).

**Total charge**: -1
**HOMO-LUMO gap**: 8.317 eV
**LUMO level**: 4.164 eV
**M**: 92.1 g/mol

Cartesian coordinates (Å):
O 2.443 0.778 -0.548
C 1.347 0.310 -0.190
O 0.826 0.375 0.952
C 0.537 -0.471 -1.241
N -0.923 -0.340 -1.101
H 0.812 -0.125 -2.240
H 0.838 -1.521 -1.280
H -1.182 0.575 -1.448
H -1.114 -0.330 -0.103
H -1.708 0.847 2.403
H -0.487 -0.061 2.204
O -1.389 -0.038 2.592

***

In kcal/mol, relative to the most stable structure: 1 8.1; 2 0.0.

***

--- 1 ---
# H28O14

A 14-piece molecular cluster, H28O14 overall (the ωB97M-V functional and the def2-TZVPD basis, the OMol25 dataset).

**Total charge**: 0
**HOMO-LUMO gap**: 9.207 eV
**LUMO level**: -0.552 eV
**M**: 252.2 g/mol

Cartesian coordinates (Å):
O 2.756 0.331 -0.111
H 3.682 0.331 -0.327
H 2.402 -0.483 -0.557
O -3.619 0.828 -0.643
H -2.766 0.942 -1.029
H -3.900 1.696 -0.414
O 0.316 -2.131 1.672
H 1.231 -2.116 1.990
H 0.141 -1.255 1.307
O -1.508 1.496 -2.172
H -1.405 1.630 -3.091
H -0.649 1.614 -1.729
O 1.980 -1.548 -1.787
H 1.459 -1.484 -2.606
H 1.971 -2.474 -1.693
O -2.575 -1.250 -3.491
H -3.152 -0.559 -3.595
H -2.076 -1.161 -2.640
O -1.385 2.586 0.914
H -2.078 2.494 1.559
H -1.132 1.621 0.863
O -0.040 0.072 0.352
H -0.316 -0.599 -0.299
H 0.818 0.432 0.131
O 0.970 2.534 -0.631
H 1.704 1.984 -0.985
H 0.799 3.067 -1.429
O 1.555 3.244 2.110
H 1.241 2.619 2.758
H 1.473 2.855 1.231
O -1.357 -1.925 -1.069
H -1.172 -2.783 -1.499
H -2.325 -1.955 -0.931
O 2.425 0.334 2.554
H 3.086 -0.248 2.909
H 2.643 0.301 1.608
O -0.263 0.811 3.377
H 0.663 0.526 3.248
H -0.743 0.251 2.744
O -0.286 -4.297 0.090
H -0.168 -3.433 0.468
H -0.402 -4.896 0.842

***

--- 2 ---
# H28O14

A 14-piece molecular cluster, H28O14 overall (the ωB97M-V functional and the def2-TZVPD basis, the OMol25 dataset).

**Total charge**: 0
**HOMO-LUMO gap**: 10.030 eV
**LUMO level**: -0.308 eV
**M**: 252.2 g/mol

Cartesian coordinates (Å):
O 0.885 0.654 -3.201
H 0.409 1.042 -2.470
H 0.607 -0.226 -3.161
O 3.189 -0.001 2.226
H 3.761 0.521 2.747
H 2.414 0.514 2.237
O -0.618 -1.130 3.314
H -0.862 -2.058 3.354
H -0.753 -0.919 2.404
O 1.375 2.512 -0.832
H 1.790 1.643 -0.644
H 1.171 2.992 -0.043
O 1.188 1.583 2.466
H 1.492 2.444 2.030
H 0.479 1.214 1.950
O -2.503 -1.364 -1.261
H -2.468 -2.044 -0.577
H -3.345 -1.631 -1.662
O 3.252 0.752 -0.190
H 3.237 0.403 0.665
H 3.508 1.632 0.002
O 1.576 -3.423 1.652
H 1.739 -2.780 0.984
H 1.932 -2.964 2.385
O -0.161 -1.847 -2.785
H -0.975 -1.477 -2.454
H -0.432 -2.384 -3.508
O -1.399 1.462 -1.637
H -1.486 1.661 -2.573
H -1.052 2.278 -1.231
O -3.361 0.289 1.741
H -3.443 0.434 0.810
H -4.280 0.254 2.113
O -0.291 -0.070 0.502
H 0.517 -0.461 0.140
H -0.659 0.469 -0.200
O 1.703 -1.611 -0.509
H 1.054 -1.550 -1.230
H 2.373 -1.095 -0.925
O -3.921 1.773 -0.755
H -4.564 1.034 -0.880
H -3.061 1.472 -1.014

***

--- 3 ---
# H28O14

A 14-piece molecular cluster, H28O14 overall (the ωB97M-V functional and the def2-TZVPD basis, the OMol25 dataset).

**Total charge**: 0
**HOMO-LUMO gap**: 11.095 eV
**LUMO level**: -0.074 eV
**M**: 252.2 g/mol

Cartesian coordinates (Å):
O -2.460 0.816 -3.631
H -3.121 1.486 -3.807
H -2.926 0.145 -3.132
O -2.145 3.321 1.074
H -2.024 4.270 1.028
H -1.258 2.968 1.129
O -2.747 -2.218 3.542
H -2.325 -1.938 4.353
H -2.023 -2.361 2.932
O -5.764 1.106 -0.071
H -5.049 1.497 0.430
H -6.279 1.853 -0.377
O 0.795 -4.795 -1.075
H 0.573 -3.955 -0.673
H 0.542 -5.448 -0.423
O 5.474 -0.108 1.627
H 4.881 -0.832 1.830
H 6.302 -0.353 2.039
O -0.625 4.625 -3.719
H -0.879 3.774 -3.360
H -1.145 4.714 -4.517
O -0.096 -1.146 -6.484
H 0.852 -1.239 -6.576
H -0.214 -0.703 -5.644
O 2.102 -3.356 3.331
H 1.577 -2.612 3.626
H 1.812 -4.086 3.877
O -0.124 -0.569 0.098
H 0.709 -0.098 0.098
H -0.642 -0.140 -0.583
O 4.175 0.836 -2.135
H 4.474 0.229 -2.811
H 4.604 0.534 -1.334
O 2.119 0.377 5.505
H 2.570 0.705 6.283
H 2.393 0.966 4.802
O 2.557 3.131 2.197
H 3.434 2.898 2.501
H 2.685 3.928 1.683
O -4.089 -2.612 -1.538
H -4.258 -3.518 -1.282
H -4.437 -2.089 -0.815

***

--- 4 ---
# H28O14

A 14-piece molecular cluster, H28O14 overall (the ωB97M-V functional and the def2-TZVPD basis, the OMol25 dataset).

**Total charge**: 0
**HOMO-LUMO gap**: 9.729 eV
**LUMO level**: -0.676 eV
**M**: 252.2 g/mol

Cartesian coordinates (Å):
O 1.806 -2.131 1.577
H 1.624 -2.780 0.885
H 2.017 -2.555 2.431
O 1.181 -1.977 -1.519
H 1.835 -2.749 -1.524
H 1.106 -1.748 -2.339
O -3.315 0.968 0.194
H -2.895 0.202 0.212
H -4.243 0.727 0.406
O -0.186 3.366 0.082
H 0.381 2.723 0.433
H -1.182 2.893 0.503
O 2.945 0.023 -0.776
H 2.695 0.240 -1.729
H 2.517 -0.919 -0.910
O -1.717 1.802 2.990
H -1.073 1.155 2.947
H -2.134 1.907 2.173
O -0.416 -0.211 -0.486
H -0.412 -0.037 0.376
H 0.116 -0.786 -0.771
O 1.680 2.008 0.688
H 2.318 2.655 0.809
H 2.100 1.431 0.074
O -1.880 -1.694 -2.850
H -2.193 -0.923 -2.687
H -2.386 -2.250 -2.238
O 1.982 1.111 -2.480
H 1.937 0.528 -3.357
H 0.985 1.362 -2.266
O -0.793 1.703 -1.748
H -0.826 1.034 -1.106
H -0.598 2.506 -1.251
O -2.105 -2.483 -0.513
H -2.150 -2.515 0.505
H -1.418 -1.749 -0.792
O -0.966 -0.760 2.303
H -1.776 -1.110 2.365
H -0.617 -1.562 1.990
O 2.207 0.233 2.852
H 1.741 -0.484 2.376
H 2.107 0.849 2.170

***

In kcal/mol, relative to the most stable structure: 1 0.0; 2 6.2; 3 32.1; 4 135.7.

***

--- 1 ---
# C4H13N3

C4H13N3 as an isolated structure (the ωB97M-V functional and the def2-TZVPD basis, the OMol25 dataset).

**Total charge**: +2
**HOMO-LUMO gap**: 5.749 eV
**LUMO level**: -12.082 eV
**M**: 103.2 g/mol

Cartesian coordinates (Å):
C 0.057 -3.068 2.307
C 1.476 -3.478 1.941
C 2.145 -2.133 1.720
N -3.281 3.516 -2.842
C -2.021 3.926 -2.431
N -0.952 3.486 -2.941
N -0.192 -2.018 1.285
H 0.083 -2.628 3.314
H -0.689 -3.874 2.301
H 2.003 -4.159 2.606
H 1.347 -4.026 0.990
H 2.647 -1.722 2.607
H 2.837 -2.114 0.874
H -4.169 3.995 -2.683
H -3.129 3.075 -3.770
H -2.112 4.724 -1.678
H 1.626 4.822 -3.262
H 2.296 4.682 -2.968
H -0.910 -1.324 1.510
H 0.936 -1.681 1.119

***

--- 2 ---
# C4H13N3

C4H13N3 as an isolated structure (the ωB97M-V functional and the def2-TZVPD basis, the OMol25 dataset).

**Total charge**: +2
**HOMO-LUMO gap**: 10.314 eV
**LUMO level**: -7.601 eV
**M**: 103.2 g/mol

Cartesian coordinates (Å):
C -1.328 -1.471 -0.679
C -0.313 -0.969 0.351
C 0.684 -0.007 -0.260
N 2.437 2.101 -0.682
C 1.648 2.357 0.430
N 0.801 1.509 0.893
N -2.567 -2.002 0.065
H -1.728 -0.719 -1.351
H -0.884 -2.339 -1.159
H -0.857 -0.353 1.068
H 0.301 -1.759 0.778
H 0.420 0.635 -1.092
H 1.736 -0.094 -0.062
H 2.634 2.878 -1.294
H 3.245 1.568 -0.377
H 1.909 3.261 0.989
H 0.544 1.871 1.814
H -2.402 -2.681 0.811
H -3.086 -2.514 -0.656
H -3.196 -1.271 0.411

***

In kcal/mol, relative to the most stable structure: 1 186.3; 2 0.0.

***

--- 1 ---
# C4H13N3

An isolated ion of composition C4H13N3 and charge +2 (the ωB97M-V functional and the def2-TZVPD basis, the OMol25 dataset).

**Total charge**: +2
**HOMO-LUMO gap**: 9.291 eV
**LUMO level**: -9.756 eV
**M**: 103.2 g/mol

Cartesian coordinates (Å):
C -0.283 0.015 3.487
N -0.174 0.226 2.188
C -1.091 -0.257 1.124
N -0.954 0.384 -0.334
N 0.447 0.857 -0.532
C 1.321 -0.010 -1.340
C 0.670 -0.565 -2.616
H 0.592 0.142 4.126
H -1.212 -0.324 3.836
H 0.666 0.491 1.750
H -0.859 -1.246 0.968
H -2.085 -0.262 1.309
H -1.157 -0.128 -1.157
H -1.507 1.286 -0.437
H 0.287 1.730 -1.007
H 2.163 0.538 -1.682
H 1.648 -0.871 -0.758
H 1.322 -0.596 -3.518
H 0.223 -1.656 -2.483
H -0.016 0.245 -2.921

***

--- 2 ---
# C4H13N3

An isolated ion of composition C4H13N3 and charge +2 (the ωB97M-V functional and the def2-TZVPD basis, the OMol25 dataset).

**Total charge**: +2
**HOMO-LUMO gap**: 11.797 eV
**LUMO level**: -7.240 eV
**M**: 103.2 g/mol

Cartesian coordinates (Å):
N -0.797 -0.183 2.355
C -0.025 0.842 2.090
N 0.101 1.314 0.852
C -0.846 1.026 -0.199
C -0.626 -0.251 -1.072
C 0.886 -0.530 -1.220
N 1.121 -1.669 -2.232
H -0.797 -0.603 3.284
H -1.117 -0.899 1.721
H 0.694 1.247 2.792
H 0.741 2.095 0.843
H -0.917 1.854 -0.907
H -1.850 0.932 0.222
H -1.157 -1.078 -0.601
H -0.992 -0.132 -2.092
H 1.365 -0.831 -0.293
H 1.341 0.345 -1.683
H 1.826 -1.481 -2.951
H 1.338 -2.557 -1.772
H 0.213 -1.768 -2.702

***

In kcal/mol, relative to the most stable structure: 1 105.6; 2 0.0.